(1)
118
Properties=species:S:1:pos:R:3 method="wB97M-V/def2-TZVPD" max_force_ev_per_a=0.265 de_lowest_kj_mol=29.4 e_tot_ev=-103567.5450 homo_ev=-5.97
Pd 1.072 0.270 0.574
O -1.472 -2.119 1.400
S -1.954 -0.927 0.628
C -2.938 -1.630 -0.684
C -4.271 -1.361 -0.864
C -5.060 -2.041 -1.821
C -4.477 -3.038 -2.542
C -5.046 -3.991 -3.567
C -3.856 -4.906 -3.966
C -2.683 -4.379 -3.174
C -1.375 -4.764 -3.124
C -0.491 -4.007 -2.330
C -0.864 -2.923 -1.559
P 0.564 -1.894 -0.923
C 1.356 -1.656 -2.568
C 0.810 -0.645 -3.358
C 1.283 -0.419 -4.642
C 2.322 -1.191 -5.145
C 2.886 -2.182 -4.355
C 2.405 -2.415 -3.074
C 1.598 -3.131 -0.080
C 1.041 -4.199 0.615
C 1.845 -5.017 1.397
C 3.209 -4.779 1.484
C 3.771 -3.715 0.789
C 2.972 -2.886 0.020
C -2.255 -2.583 -1.510
C -3.101 -3.304 -2.370
C -3.190 -0.081 1.564
C -4.068 -0.803 2.329
C -5.173 -0.201 2.966
C -5.385 1.133 2.748
C -6.483 2.053 3.229
C -6.163 3.429 2.584
C -4.847 3.223 1.872
C -4.037 4.083 1.192
C -2.806 3.591 0.706
C -2.388 2.279 0.809
P -0.580 2.036 0.441
C 0.072 3.449 1.414
C 0.949 4.403 0.908
C 1.507 5.361 1.745
C 1.193 5.381 3.094
C 0.306 4.441 3.605
C -0.250 3.484 2.774
C -0.413 2.515 -1.310
C 0.891 2.601 -1.811
C 1.120 2.830 -3.157
C 0.046 2.954 -4.029
C -1.250 2.838 -3.549
C -1.482 2.623 -2.196
C -3.289 1.337 1.420
C -4.461 1.873 1.982
H -4.753 -0.627 -0.232
H -6.108 -1.791 -1.926
H -5.438 -3.446 -4.427
H -5.874 -4.565 -3.151
H -3.654 -4.863 -5.038
H -4.053 -5.951 -3.722
H -0.999 -5.598 -3.703
H 0.557 -4.278 -2.355
H 0.011 -0.021 -2.965
H 0.846 0.368 -5.243
H 2.699 -1.011 -6.144
H 3.710 -2.774 -4.733
H 2.861 -3.188 -2.469
H -0.027 -4.372 0.566
H 1.402 -5.839 1.945
H 3.833 -5.418 2.094
H 4.834 -3.520 0.859
H 3.411 -2.035 -0.487
H -3.903 -1.872 2.410
H -5.843 -0.796 3.572
H -6.476 2.115 4.318
H -7.467 1.683 2.938
H -6.090 4.221 3.330
H -6.938 3.729 1.877
H -4.282 5.130 1.064
H -2.123 4.311 0.268
H 1.210 4.410 -0.141
H 2.194 6.090 1.335
H 1.633 6.125 3.745
H 0.052 4.447 4.657
H -0.927 2.747 3.186
H 1.741 2.469 -1.149
H 2.138 2.888 -3.521
H 0.220 3.126 -5.084
H -2.088 2.916 -4.230
H -2.497 2.532 -1.833
C 5.857 0.967 -2.185
C 6.279 1.197 -0.879
C 5.419 1.080 0.198
C 4.065 0.715 0.018
C 3.656 0.512 -1.317
C 4.526 0.624 -2.386
N 3.152 0.596 1.028
C 3.572 0.686 2.359
C 2.933 1.578 3.224
C 3.238 1.604 4.577
C 4.198 0.749 5.100
C 4.853 -0.133 4.247
C 4.544 -0.168 2.898
H 6.543 1.057 -3.016
H 7.308 1.481 -0.692
H 5.787 1.284 1.195
H 2.621 0.257 -1.513
H 4.150 0.442 -3.387
H 2.177 2.240 2.816
H 2.720 2.301 5.226
H 4.435 0.768 6.156
H 5.600 -0.812 4.642
H 5.037 -0.875 2.241
C 1.386 -1.439 2.867
C 0.614 -0.235 2.390
O -0.211 0.352 3.009
H 1.745 -1.214 3.872
H 2.216 -1.703 2.221
H 0.657 -2.250 2.896

(2)
128
Properties=species:S:1:pos:R:3 method="wB97M-V/def2-TZVPD" smiles="C#Cc1c(C)c2c(c(C(=O)NC(=O)F)c1CCCOC(C)=O)C(=O)C=CC2=O.Fc1ccccc1.Fc1ccccc1.Fc1ccccc1.Fc1ccccc1.Fc1ccccc1.Fc1ccccc1.Fc1ccccc1" max_force_ev_per_a=0.896 de_lowest_kj_mol=0.0 e_tot_ev=-100634.0668 homo_ev=-8.89
C -2.233 -0.572 1.894
C -1.994 -0.793 0.743
C -1.416 -1.211 -0.496
C -1.981 -2.312 -1.147
C -3.180 -3.008 -0.578
C -1.378 -2.721 -2.334
C -0.289 -2.048 -2.856
C 0.242 -0.922 -2.226
C 1.382 -0.224 -2.910
O 1.350 -0.052 -4.092
N 2.556 0.168 -2.145
C 2.870 1.497 -2.199
O 2.304 2.386 -2.741
F 3.962 1.734 -1.470
C -0.326 -0.499 -1.017
C 0.136 0.702 -0.237
C -0.810 1.916 -0.287
C -0.926 2.600 -1.639
O -1.348 1.732 -2.698
C -2.677 1.795 -2.970
C -3.594 0.838 -2.269
O -3.112 2.575 -3.775
C 0.301 -2.630 -4.116
O 1.483 -2.691 -4.345
C -0.690 -3.213 -5.042
C -1.759 -3.837 -4.550
C -1.913 -3.904 -3.080
O -2.435 -4.852 -2.539
H -2.451 -0.417 2.916
H -3.630 -2.430 0.218
H -2.931 -4.002 -0.233
H -3.932 -3.087 -1.360
H 3.352 -0.436 -2.325
H 1.130 1.026 -0.492
H 0.184 0.392 0.802
H -0.382 2.663 0.382
H -1.782 1.686 0.135
H 0.025 3.051 -1.888
H -1.639 3.422 -1.559
H -4.107 1.355 -1.464
H -3.073 -0.037 -1.897
H -4.342 0.515 -2.984
H -0.538 -3.160 -6.109
H -2.503 -4.295 -5.175
F -4.915 9.415 -2.978
C -4.650 8.143 -3.346
C -3.937 7.332 -2.487
C -3.671 6.024 -2.868
C -4.110 5.547 -4.095
C -4.822 6.384 -4.944
C -5.101 7.691 -4.569
H -3.597 7.724 -1.537
H -3.118 5.374 -2.204
H -3.895 4.529 -4.384
H -5.163 6.018 -5.903
H -5.661 8.356 -5.214
F -0.963 1.115 3.917
C -0.901 1.253 5.262
C -1.639 2.250 5.865
C -1.578 2.385 7.245
C -0.779 1.533 7.995
C -0.043 0.539 7.366
C -0.104 0.391 5.988
H -2.250 2.908 5.261
H -2.155 3.157 7.736
H -0.733 1.646 9.070
H 0.582 -0.124 7.949
H 0.455 -0.383 5.479
F 2.152 -1.269 0.669
C 3.040 -1.211 1.680
C 4.360 -1.531 1.432
C 5.272 -1.461 2.475
C 4.854 -1.082 3.744
C 3.522 -0.766 3.969
C 2.603 -0.826 2.930
H 4.662 -1.829 0.435
H 6.312 -1.702 2.296
H 5.566 -1.032 4.553
H 3.196 -0.473 4.959
H 1.560 -0.577 3.080
F -2.250 3.952 10.252
C -3.313 4.747 10.007
C -4.581 4.275 10.280
C -5.670 5.096 10.026
C -5.480 6.366 9.499
C -4.196 6.819 9.228
C -3.100 6.008 9.486
H -4.708 3.279 10.683
H -6.669 4.742 10.241
H -6.332 7.002 9.301
H -4.045 7.807 8.814
H -2.091 6.344 9.288
F 4.937 -2.256 -2.397
C 5.794 -1.828 -3.357
C 5.396 -1.894 -4.676
C 6.270 -1.448 -5.656
C 7.520 -0.955 -5.305
C 7.897 -0.901 -3.970
C 7.027 -1.337 -2.982
H 4.418 -2.287 -4.926
H 5.974 -1.485 -6.695
H 8.199 -0.611 -6.073
H 8.871 -0.519 -3.696
H 7.297 -1.297 -1.935
F -4.331 -3.384 -6.289
C -4.488 -3.741 -7.583
C -5.288 -4.823 -7.886
C -5.445 -5.184 -9.216
C -4.800 -4.468 -10.215
C -3.997 -3.385 -9.885
C -3.840 -3.011 -8.558
H -5.776 -5.371 -7.091
H -6.074 -6.026 -9.472
H -4.924 -4.755 -11.251
H -3.491 -2.828 -10.662
H -3.225 -2.165 -8.279
F 6.838 -2.802 5.362
C 7.011 -4.098 5.023
C 7.696 -4.926 5.889
C 7.873 -6.258 5.542
C 7.374 -6.738 4.339
C 6.692 -5.886 3.481
C 6.501 -4.555 3.823
H 8.082 -4.530 6.818
H 8.402 -6.921 6.213
H 7.518 -7.776 4.070
H 6.306 -6.257 2.542
H 5.966 -3.880 3.172